*A*
A structure of composition C37H44AsF3N4O3S5Tc. Source: OMol25; level of theory: wB97M-V/def2-TZVPD.

Output
**Highest occupied orbital energy (spin up / spin down)**: -10.38 / -10.38 eV
**Kohn-Sham gap (spin up / spin down)**: 4.94 / 4.94 eV
**Total charge**: +1
**LUMO (spin up / spin down)**: -0.200 / -0.200 Ha

Each line ends with the Mulliken charge.
Atoms and positions in Å:
1 Tc 0.11181 -0.04917 -0.44084  -0.7135
2 C 2.46294 -6.14920 0.06722  -0.9926
3 C 1.33913 -5.76331 -0.89644  -1.3287
4 C 0.62249 -4.51404 -0.48017  0.2851
5 C -0.48214 -4.40314 0.30515  0.2952
6 C -1.28503 -5.49675 0.92809  -1.1543
7 C -2.55930 -5.79475 0.13087  -1.1811
8 C -0.78206 -2.98162 0.40062  -0.3937
9 C -1.77444 -2.45573 1.20156  -0.5065
10 C -2.04361 -1.12349 1.48726  -0.2715
11 C -3.13434 -0.68963 2.33091  0.3518
12 C -4.10764 -1.59833 3.01221  -1.2981
13 C -3.56480 -2.16476 4.32670  -1.0765
14 C -3.04460 0.66633 2.40691  0.2551
15 C -1.90650 1.04631 1.59576  -0.0014
16 C -1.47410 2.35572 1.40743  -0.8140
17 C -0.41334 2.76778 0.64295  0.0276
18 N 0.34300 1.96510 -0.16347  1.1910
19 C 1.34035 2.77272 -0.68657  -0.5219
20 C 2.38404 2.37417 -1.50956  -0.7994
21 C 2.34156 1.15235 -2.17262  0.6062
22 N 1.16048 0.54255 -2.04695  0.5519
23 C 2.30186 -1.69826 -2.29370  0.6627
24 C 2.15833 -2.88497 -1.64286  -0.5353
25 C 0.96891 -3.17667 -0.88679  -0.6504
26 N 0.09264 -2.26347 -0.34905  1.0987
27 C 3.42434 -0.94069 -2.85702  0.8100
28 C 3.42567 0.42937 -2.83955  0.2793
29 C 4.56404 1.25965 -3.36608  -1.1833
30 C 4.17054 2.01453 -4.63697  -1.3081
31 C 4.57618 -1.76557 -3.38315  -1.1615
32 C 5.68329 -1.98388 -2.34934  -0.8575
33 C 1.18894 4.12538 -0.17951  0.5524
34 C 0.09155 4.13280 0.60711  0.5145
35 C -0.51455 5.26969 1.36261  -1.2440
36 C -0.07467 5.29147 2.82988  -0.9809
37 C 2.10244 5.25515 -0.53376  -1.2471
38 C 3.32305 5.32865 0.38720  -1.0722
39 N -1.32285 -0.04653 1.06408  1.1896
40 C -3.87767 1.61870 3.20118  -1.1865
41 C -3.19865 2.03871 4.50775  -0.8996
42 H 2.92017 -7.09321 -0.22689  0.4182
43 H 2.08228 -6.25611 1.08376  0.2943
44 H 3.24334 -5.38776 0.09229  0.1330
45 H 0.61401 -6.57596 -0.96325  0.4628
46 H 1.73781 -5.63811 -1.90543  0.4688
47 H -1.54056 -5.22967 1.95624  0.4498
48 H -0.66951 -6.39464 0.99337  0.4589
49 H -3.15713 -4.89419 -0.01705  0.3117
50 H -3.17409 -6.52974 0.64880  0.3959
51 H -2.31439 -6.19086 -0.85504  0.3382
52 H -2.41394 -3.17479 1.69664  0.4436
53 H -4.38310 -2.41376 2.33991  0.4342
54 H -5.02834 -1.04524 3.20218  0.4460
55 H -2.61618 -2.68298 4.17400  0.2878
56 H -4.26978 -2.86951 4.76628  0.3957
57 H -3.38873 -1.36856 5.05057  0.2629
58 H -2.01473 3.12508 1.94139  0.5756
59 H 3.23607 3.02838 -1.61396  0.5865
60 H 2.95974 -3.61343 -1.59784  0.5766
61 H 5.43249 0.63327 -3.55350  0.3844
62 H 4.86867 1.96622 -2.58996  0.3336
63 H 3.93173 1.31964 -5.44309  0.3546
64 H 4.98723 2.65337 -4.97003  0.4251
65 H 3.29424 2.64392 -4.47237  0.3196
66 H 4.98152 -1.28628 -4.27439  0.5959
67 H 4.18454 -2.72945 -3.71395  0.4907
68 H 6.12872 -1.04011 -2.03815  0.2376
69 H 6.46712 -2.61180 -2.77186  0.4338
70 H 5.30721 -2.47458 -1.44931  0.1200
71 H -1.60358 5.21020 1.30306  0.4341
72 H -0.23595 6.20619 0.87784  0.3815
73 H -0.31684 4.35199 3.32986  0.2220
74 H -0.56906 6.09882 3.36895  0.3963
75 H 1.00226 5.43865 2.91249  0.2466
76 H 1.54513 6.19167 -0.48640  0.4289
77 H 2.42440 5.14730 -1.57149  0.4390
78 H 3.01993 5.48632 1.42249  0.2501
79 H 3.97830 6.14962 0.09821  0.4139
80 H 3.90405 4.40459 0.35585  0.2698
81 H -4.83799 1.15086 3.42103  0.3747
82 H -4.10119 2.50116 2.59736  0.4188
83 H -2.99448 1.17239 5.13777  0.2386
84 H -3.83281 2.72398 5.06895  0.4103
85 H -2.24579 2.53698 4.31982  0.1367
86 S 3.95581 -2.86969 1.39252  -0.2510
87 As 3.57477 -0.93710 0.97386  0.5671
88 S 1.55181 -0.26863 1.35708  -0.3243
89 S 0.79608 -0.95320 -2.54053  -0.1229
90 S 4.86077 0.55044 0.53219  -0.2478
91 F -3.59688 0.88802 -4.50637  -0.2073
92 C -2.47470 0.46130 -3.95226  0.5804
93 F -2.43842 -0.87323 -4.02100  -0.2242
94 F -1.43448 0.93443 -4.64761  -0.2261
95 S -2.38007 1.04826 -2.19346  1.1606
96 O -3.72873 1.09013 -1.72957  -0.6657
97 O -1.60766 2.25533 -2.23846  -0.6622
98 O -1.61565 -0.10332 -1.56937  -0.1651


*B*
A structure of composition C37H44AsF3N4O3S5Tc. Source: OMol25; level of theory: wB97M-V/def2-TZVPD.

Output
**Highest occupied orbital energy (spin up / spin down)**: -9.50 / -9.48 eV
**Kohn-Sham gap (spin up / spin down)**: 4.17 / 4.14 eV
**Total charge**: +1
**LUMO (spin up / spin down)**: -0.196 / -0.196 Ha

Each line ends with the Mulliken charge.
Atoms and positions in Å:
1 Tc -0.64828 -0.83199 1.12535  0.1331
2 C 4.97924 -2.76928 -2.36775  -1.3611
3 C 3.60327 -3.23798 -1.87915  -0.7046
4 C 3.20149 -2.48349 -0.65509  0.6324
5 C 3.50982 -2.81038 0.64320  0.4262
6 C 4.12462 -4.05914 1.16903  -1.3299
7 C 3.05910 -5.16156 1.21424  -1.0437
8 C 2.98428 -1.74952 1.44482  -0.0019
9 C 2.66945 -1.05043 2.56781  -1.8372
10 C 2.09204 0.08601 1.70003  1.1166
11 C 2.79354 1.40049 1.91967  -0.2868
12 C 4.23288 1.57380 1.59528  -0.9433
13 C 4.45557 1.70202 0.08353  -0.9070
14 C 1.89737 2.21041 2.52001  0.3049
15 C 0.59159 1.55095 2.48235  0.1281
16 C -0.62791 2.09301 2.89598  -0.4610
17 C -1.83930 1.65977 2.36901  -0.8402
18 N -1.81981 0.73524 1.35665  0.5282
19 C -2.97408 0.86750 0.64778  -0.3139
20 C -2.98166 0.46406 -0.69049  -0.8660
21 C -1.82860 0.11300 -1.37428  0.1802
22 N -0.60270 -0.18199 -0.78068  0.4252
23 C 0.30164 -0.35184 -1.78679  0.1491
24 C 1.60140 -0.86211 -1.74659  -1.4657
25 C 2.38277 -1.26571 -0.67603  0.4735
26 N 2.41782 -0.80772 0.58346  1.6304
27 C -0.35183 -0.10597 -3.05501  0.6891
28 C -1.67068 0.14752 -2.79775  0.7939
29 C -2.71625 0.56244 -3.77397  -1.1829
30 C -2.73910 2.09029 -3.88592  -1.1083
31 C 0.33130 -0.09688 -4.37978  -1.4518
32 C 0.32424 -1.48222 -5.03435  -1.0221
33 C -3.86210 1.74208 1.35721  0.5198
34 C -3.15794 2.23342 2.43929  0.7435
35 C -3.61834 3.17002 3.50301  -1.3028
36 C -3.51595 4.64164 3.09516  -1.0744
37 C -5.23215 2.10606 0.90360  -1.0720
38 C -5.18883 3.24043 -0.12557  -0.8350
39 N 0.69923 0.35774 1.85312  0.7347
40 C 2.06558 3.61262 2.99638  -1.4051
41 C 1.55810 4.60311 1.94409  -1.0768
42 H 5.27255 -3.33103 -3.25022  0.4550
43 H 5.73129 -2.92814 -1.59961  0.3407
44 H 4.96380 -1.71154 -2.61926  0.3123
45 H 3.64682 -4.30532 -1.66187  0.5150
46 H 2.86643 -3.09081 -2.66791  -0.0486
47 H 4.51189 -3.88115 2.17356  0.4379
48 H 4.95323 -4.37126 0.53260  0.3760
49 H 2.19669 -4.83564 1.79081  0.2402
50 H 3.46184 -6.06225 1.66891  0.4670
51 H 2.71328 -5.40572 0.21215  0.2602
52 H 2.73197 -1.16398 3.62753  0.5189
53 H 4.78528 0.70187 1.95904  0.2761
54 H 4.62215 2.46214 2.09046  0.3863
55 H 4.09335 0.82314 -0.44189  0.0892
56 H 5.51658 1.81250 -0.12062  0.4593
57 H 3.93718 2.57408 -0.30579  0.2818
58 H -0.61518 2.96223 3.53411  0.6544
59 H -3.87825 0.62349 -1.27003  0.8388
60 H 1.98277 -1.15503 -2.71571  0.6707
61 H -3.69275 0.19666 -3.45692  0.5188
62 H -2.49473 0.13253 -4.75111  0.4229
63 H -3.00329 2.54063 -2.93183  0.1750
64 H -3.46237 2.39873 -4.63385  0.4368
65 H -1.75985 2.46198 -4.17763  0.3331
66 H 1.35697 0.25574 -4.25710  0.4824
67 H -0.18020 0.60532 -5.03932  0.4265
68 H 0.77155 -2.22832 -4.38238  0.1636
69 H 0.88041 -1.45025 -5.96696  0.4276
70 H -0.69380 -1.79239 -5.25130  0.3190
71 H -3.01443 3.00005 4.39394  0.4335
72 H -4.65894 2.95098 3.74563  0.4591
73 H -2.52675 4.86783 2.70632  0.2535
74 H -3.70800 5.27416 3.95681  0.4008
75 H -4.25370 4.87882 2.33504  0.2828
76 H -5.82374 2.42298 1.76222  0.3594
77 H -5.72234 1.23847 0.45746  0.4276
78 H -4.64277 4.09382 0.26547  0.2508
79 H -6.19607 3.56041 -0.37445  0.4132
80 H -4.69421 2.91793 -1.03697  0.0820
81 H 3.11571 3.81063 3.20711  0.4990
82 H 1.50258 3.74393 3.92029  0.3962
83 H 2.15739 4.53108 1.04044  0.2864
84 H 1.62745 5.61845 2.32448  0.4203
85 H 0.52226 4.39112 1.68805  0.2763
86 S -3.83633 -3.67474 2.69769  -0.2145
87 As -4.36759 -3.00623 0.57691  0.3652
88 S -1.23001 -1.65680 3.26892  -0.2129
89 S -3.17070 -1.99605 3.64602  -0.1018
90 S -4.59031 -4.74616 -0.44411  -0.3151
91 F -1.76405 -2.93237 -2.22233  -0.1716
92 C -1.01344 -3.83325 -1.57932  0.5113
93 F -1.50946 -5.03292 -1.81502  -0.2321
94 F 0.21932 -3.76237 -2.08908  -0.1768
95 S -1.01623 -3.41311 0.25826  0.2090
96 O -1.36455 -4.58571 0.96499  -0.4973
97 O -2.03314 -2.33961 0.31826  0.0003
98 O 0.27557 -2.81496 0.53829  -0.3565


What are the relative energies? In hartree: *A* 0.0000; *B* 0.0394.


*A*
A cluster of 2 separate species, C2H7N2O in total. Source: OMol25; level of theory: wB97M-V/def2-TZVPD.

Output
**Highest occupied orbital energy**: -2.88 eV
**Kohn-Sham gap**: 7.38 eV
**Total charge**: -1
**LUMO**: 0.165 Ha

Each line ends with the Mulliken charge.
Atoms and positions in Å:
1 C 1.78994 1.58591 -1.35799  -0.3386
2 N 2.06500 1.17735 -0.19746  -0.7653
3 H 2.57670 2.16053 -1.86056  0.2500
4 H 0.82994 1.42362 -1.84877  0.2444
5 H 1.23493 0.62455 0.13629  0.5850
6 N -1.67962 -1.14408 1.53675  -0.7698
7 C -0.96949 -1.14911 0.22493  -0.4340
8 O -0.45760 0.03471 -0.16557  -0.8604
9 H -1.02549 -0.73571 2.19609  0.2791
10 H -2.46292 -0.50184 1.48521  0.2611
11 H -0.17392 -1.90785 0.33649  0.2654
12 H -1.72745 -1.56807 -0.48542  0.2830


*B*
A cluster of 2 separate species, C2H7N2O in total. Source: OMol25; level of theory: wB97M-V/def2-TZVPD.

Output
**Highest occupied orbital energy**: -2.12 eV
**Kohn-Sham gap**: 6.67 eV
**Total charge**: -1
**LUMO**: 0.167 Ha

Each line ends with the Mulliken charge.
Atoms and positions in Å:
1 N -0.88667 2.48023 -0.31768  -0.6877
2 C -0.43991 1.36644 0.47288  -0.1455
3 N 0.69009 0.80121 0.24379  -0.9955
4 H -0.15665 2.77280 -0.93364  0.3554
5 H -1.25938 3.24992 0.24067  0.2406
6 H -1.21106 1.08042 1.19975  0.3304
7 H 1.10218 -0.71273 0.64969  0.4427
8 C 0.41777 -2.21501 -0.36602  -0.5557
9 O 1.16215 -1.73274 0.71120  -0.6022
10 H -0.59331 -1.77461 -0.41754  0.1954
11 H 0.82807 -2.04782 -1.37222  0.2096
12 H 0.34672 -3.26811 -0.11087  0.2125


What are the relative energies? In hartree: *A* 0.0000; *B* 0.0083.